The following is a quantum chemistry calculation of an isolated molecule of C3H7N3O2, from OMol25.

LUMO energy in eV: 0.6
SMILES: N/N=C\NCC(=O)O
Frontier orbital gap in eV: 10.3
E_HOMO in eV: -9.67

Element x y z (Å)
N  1.81673  -0.99057  -0.41761
N  1.74800  -0.21422  0.86767
C  0.87554  0.70449  0.74490
N  0.06562  1.06918  -0.40731
C  -1.33496  0.97300  -0.21493
C  -1.84029  -0.42985  0.10640
O  -2.96559  -0.69655  0.42441
O  -0.86374  -1.39885  0.06138
H  2.08061  -1.93328  -0.00708
H  2.79653  -0.57970  -0.84860
H  0.73585  1.32588  1.57242
H  0.43772  0.51381  -1.21626
H  -1.70200  1.52210  0.69721
H  -1.88055  1.37355  -1.09023
H  0.03052  -1.23897  -0.27235

Forces on the atoms, in the same order (eV/Å):
N 3.8 0.2 0.9
N -0.4 0.2 -1.5
C -0.7 0.0 -1.9
N 3.2 -1.2 0.3
C -1.8 0.3 0.8
C 1.1 -1.1 -0.4
O 0.6 0.2 -0.2
O -2.1 -0.5 0.5
H -0.1 1.3 -1.1
H -3.1 -1.6 1.1
H -0.4 0.9 1.4
H -0.9 0.8 0.9
H 0.6 0.0 -0.9
H 0.2 -0.2 0.5
H 0.0 0.7 -0.4

The following is a quantum chemistry calculation of a 2-piece molecular cluster, C2H2ClN3O overall, from OMol25.

LUMO energy in eV: 0.1
SMILES: N=C=NCl.N=C=O
Frontier orbital gap in eV: 10.2
E_HOMO in eV: -10.04

Element x y z (Å)
N  -0.92875  1.62957  1.11089
C  -0.02106  1.29038  0.43430
N  0.73265  0.74913  -0.38283
Cl  2.44124  0.78857  -0.48078
H  -1.43976  2.48114  1.20983
N  -0.60501  -1.79040  -1.08700
C  0.25206  -1.75239  -0.24562
O  1.03432  -2.01042  0.56751
H  -1.46569  -1.38558  -1.12631

Forces on the atoms, in the same order (eV/Å):
N -1.3 0.0 1.7
C 2.2 -0.4 -1.9
N 0.0 0.4 0.0
Cl -0.8 0.2 0.5
H 0.0 0.3 -0.3
N 2.4 -1.1 -0.5
C -1.2 -1.4 0.2
O 1.0 0.5 0.4
H -2.4 1.4 -0.1

The following is a quantum chemistry calculation of C50H50Ge2IrN4O4P2 as an isolated structure, from OMol25.

LUMO energy (spin up / spin down) in eV: -9.4 / -9.4
Frontier orbital gap (spin up / spin down) in eV: 5.7 / 5.7
Charge: +3
E_HOMO (spin up / spin down) in eV: -15.04 / -15.04

Element x y z (Å)
Ir  1.57294  -0.35190  -0.68881
C  2.83892  0.24499  2.63620
N  1.51811  -0.48022  2.55863
P  1.57628  -1.59898  1.13718
C  3.01119  -2.55477  1.67869
C  3.06151  -3.06624  2.98094
C  4.15655  -3.79481  3.40600
C  5.22344  -4.01400  2.53990
C  5.19564  -3.48579  1.25994
C  4.09611  -2.75219  0.83324
C  0.15467  -2.71723  1.26569
C  0.20562  -3.97631  1.86345
C  -0.90972  -4.80239  1.84862
C  -2.08211  -4.38190  1.23753
C  -2.13570  -3.13673  0.62151
C  -1.02052  -2.31777  0.62124
P  0.23655  0.45423  2.92302
C  0.56591  1.39062  4.39771
C  1.24112  0.69315  5.40914
C  1.44299  1.28699  6.64133
C  0.96825  2.56988  6.88150
C  0.27222  3.25298  5.89514
C  0.06150  2.66533  4.65802
C  -1.26504  -0.45221  3.12781
C  -2.49274  0.10399  2.77109
C  -3.66446  -0.55774  3.09973
C  -3.60990  -1.76112  3.78960
C  -2.38699  -2.30503  4.16204
C  -1.21126  -1.65094  3.84242
H  3.60940  -0.47375  2.89415
H  2.80492  1.01369  3.40141
H  3.07407  0.69364  1.66905
H  2.24845  -2.88063  3.67344
H  4.18527  -4.19024  4.41225
H  6.08126  -4.58171  2.87384
H  6.04002  -3.62676  0.59892
H  4.10023  -2.30389  -0.14947
H  1.11467  -4.34006  2.31974
H  -0.85681  -5.78046  2.30763
H  -2.94793  -5.03085  1.22556
H  -3.04583  -2.81362  0.13259
H  -1.04797  -1.35971  0.11022
H  1.61668  -0.30769  5.23355
H  1.97114  0.74860  7.41607
H  1.13194  3.03358  7.84475
H  -0.11752  4.24206  6.09201
H  -0.52938  3.20873  3.93776
H  -2.55378  1.04755  2.24545
H  -4.62034  -0.13033  2.82943
H  -4.52652  -2.27373  4.04932
H  -2.35090  -3.23683  4.70972
H  -0.26106  -2.07430  4.14062
O  0.03994  1.43230  1.60157
C  -0.60207  2.59229  1.40105
C  -1.54656  2.79650  0.45053
C  -2.26499  4.04886  0.55540
C  -3.40018  4.20142  -0.14490
C  -3.92745  3.15828  -0.95512
C  -3.22598  2.00642  -1.14827
C  -1.94153  1.83883  -0.57853
O  -1.11732  0.93934  -0.97195
N  -4.13852  5.47865  -0.06775
O  -5.02855  5.62757  -0.87177
O  -3.77685  6.26547  0.77478
H  -0.31609  3.40804  2.05379
H  -1.93208  4.82520  1.23274
H  -4.88384  3.32118  -1.43520
H  -3.59863  1.23139  -1.80506
N  3.47979  -3.27647  -2.84956
C  2.44005  -4.05117  -2.40156
C  1.61330  -3.21311  -1.72932
N  2.14199  -1.93343  -1.77652
C  3.28425  -2.01563  -2.44619
H  4.26473  -3.59487  -3.39723
H  2.37583  -5.10435  -2.60802
H  0.67666  -3.42547  -1.24487
H  3.95161  -1.19946  -2.65445
C  -1.52696  -0.13561  -6.12816
Ge  -1.59876  -0.97394  -4.36787
C  -3.37103  -1.33314  -3.63294
C  -0.43523  -2.53570  -4.30952
Ge  -0.66996  0.83359  -2.95461
C  -1.34820  2.59918  -3.41667
C  -0.68726  3.76980  -3.03876
C  -1.23744  5.01579  -3.30427
C  -2.45597  5.11025  -3.96486
C  -3.11578  3.95738  -4.36977
C  -2.56403  2.71582  -4.09345
C  1.27190  0.99344  -2.72104
C  2.06979  0.64557  -3.83430
C  3.39489  1.01342  -3.90087
C  3.99990  1.69327  -2.83339
C  3.26036  2.03429  -1.72379
C  1.89349  1.69549  -1.67047
H  -1.93839  -0.83700  -6.85592
H  -0.49172  0.06139  -6.40839
H  -2.08952  0.79210  -6.19182
H  -3.82189  -2.19344  -4.12735
H  -4.04365  -0.48611  -3.76782
H  -3.28408  -1.56244  -2.57020
H  -0.62111  -3.12811  -5.20672
H  -0.65141  -3.15664  -3.44193
H  0.61905  -2.25892  -4.30068
H  0.27833  3.72075  -2.54690
H  -0.71235  5.91600  -3.01241
H  -2.88276  6.08115  -4.17914
H  -4.05601  4.03087  -4.90009
H  -3.11028  1.82709  -4.39387
H  1.62385  0.12556  -4.67622
H  3.97564  0.78766  -4.78616
H  5.04375  1.97089  -2.89584
H  3.70865  2.59515  -0.91441
H  1.26557  2.17016  -0.90950

Forces on the atoms, in the same order (eV/Å):
Ir 0.2 -0.1 -0.4
C -0.1 0.0 0.1
N 0.0 0.3 -0.3
P -0.1 -0.2 0.2
C 0.0 0.0 0.1
C 0.0 0.0 0.0
C 0.0 0.0 0.0
C 0.0 0.0 0.0
C 0.0 0.0 0.0
C 0.0 0.0 -0.1
C 0.0 0.0 0.0
C 0.0 0.0 0.0
C 0.0 0.0 0.0
C 0.0 0.0 0.0
C 0.0 0.0 0.0
C 0.0 0.1 0.0
P 0.0 0.0 0.2
C 0.1 -0.1 0.0
C 0.0 0.0 0.0
C 0.0 0.0 0.0
C 0.0 0.0 0.0
C 0.0 0.0 0.0
C -0.1 0.0 0.0
C 0.0 0.0 0.0
C 0.0 0.0 0.0
C 0.0 0.0 0.0
C 0.0 0.0 0.0
C 0.0 0.0 0.0
C 0.0 0.0 0.0
H 0.0 0.0 0.0
H 0.0 0.0 0.0
H 0.0 0.0 0.0
H 0.0 0.0 0.0
H 0.0 0.0 0.0
H 0.0 0.0 0.0
H 0.0 0.0 0.0
H 0.0 0.0 0.0
H 0.0 0.0 0.0
H 0.0 0.0 0.0
H 0.0 0.0 0.0
H 0.0 0.0 0.0
H 0.0 0.0 0.0
H 0.0 0.0 0.0
H 0.0 0.0 0.0
H 0.0 0.0 0.0
H 0.0 0.0 0.0
H 0.0 0.0 0.0
H 0.0 0.0 0.0
H 0.0 0.0 0.0
H 0.0 0.0 0.0
H 0.0 0.0 0.0
H 0.0 0.0 0.0
O -0.2 0.0 -0.1
C 0.1 -0.1 0.1
C 0.2 0.1 0.0
C -0.1 0.0 0.0
C 0.0 0.0 0.0
C 0.0 0.0 0.0
C 0.0 -0.1 0.0
C -0.2 -0.1 0.0
O -0.1 0.1 -0.2
N 0.0 0.0 0.0
O 0.0 0.0 0.0
O 0.0 0.0 0.0
H 0.0 0.0 0.1
H 0.0 0.0 0.0
H 0.0 0.0 0.0
H 0.0 0.0 0.0
N 0.0 0.0 0.0
C 0.0 0.0 -0.1
C -0.1 0.1 -0.1
N 0.4 -0.3 0.4
C -0.2 0.1 -0.1
H 0.0 0.0 0.0
H 0.0 0.0 0.0
H 0.0 0.0 0.0
H 0.0 0.0 0.1
C 0.0 -0.1 0.0
Ge 0.0 0.0 0.1
C 0.0 0.0 -0.1
C 0.0 0.0 0.0
Ge 0.1 0.3 0.1
C -0.1 0.0 -0.1
C 0.1 0.0 0.1
C 0.0 0.0 0.0
C 0.0 0.0 0.0
C 0.0 0.0 0.0
C 0.0 -0.1 0.0
C -0.1 -0.1 0.0
C 0.0 0.0 0.0
C 0.0 0.0 0.0
C 0.0 0.0 0.0
C 0.0 -0.1 -0.1
C -0.1 0.2 0.0
H 0.0 0.0 0.0
H 0.0 0.0 0.0
H 0.0 0.0 0.0
H 0.0 0.0 0.0
H 0.0 0.0 0.0
H 0.0 0.0 0.0
H 0.0 0.0 0.0
H 0.0 0.0 0.0
H 0.0 0.0 0.0
H 0.0 0.0 0.0
H 0.0 0.0 0.0
H 0.0 0.0 0.0
H 0.0 0.0 0.0
H 0.0 0.0 0.0
H 0.0 0.0 0.0
H 0.0 0.0 0.0
H 0.0 0.0 0.0
H 0.0 0.0 0.0
H 0.0 -0.1 0.1

The following is a quantum chemistry calculation of a 2-piece molecular cluster, CHFN2OS overall, from OMol25.

LUMO energy (spin up / spin down) in eV: -3.7 / -4.2
Frontier orbital gap (spin up / spin down) in eV: 8.8 / 7.1
E_HOMO (spin up / spin down) in eV: -12.53 / -11.30

Element x y z (Å)
C  -1.66707  -1.38025  -0.14923
N  -2.52117  -2.13936  -0.09694
N  1.72257  0.11965  -0.44570
O  -0.12742  1.78363  -0.97912
F  0.26797  1.13867  1.43348
S  0.35605  0.71344  -0.23654
H  1.96906  -0.23578  0.47405

Forces on the atoms, in the same order (eV/Å):
C 2.0 2.1 -0.1
N -1.2 -1.1 0.1
N -0.1 0.3 0.0
O -0.9 1.5 -1.4
F 0.0 -0.7 -2.4
S -0.2 -1.5 3.7
H 0.5 -0.6 0.1

The following is a quantum chemistry calculation of C24H43Cl7P2Sc as an isolated structure, from OMol25.

LUMO energy in eV: 2.6
Frontier orbital gap in eV: 6.7
Charge: -1
E_HOMO in eV: -4.10

Element x y z (Å)
Sc  0.71538  -0.17880  0.31445
Cl  1.37950  0.16079  -1.93846
P  -0.38802  -2.75585  -0.27368
C  0.77120  -3.72700  -1.36504
C  -0.56629  -3.80349  1.24952
C  -1.98282  -2.84837  -1.20180
C  2.16584  -3.09656  -1.29628
H  0.36206  -3.54581  -2.37607
C  0.84909  -5.24248  -1.13756
H  1.31388  -5.47825  -0.17128
H  1.49184  -5.67332  -1.91807
H  -0.11997  -5.75013  -1.19492
H  2.19303  -2.11387  -1.78728
H  2.89840  -3.73762  -1.80301
H  2.51462  -2.95396  -0.26486
H  -1.71654  -2.32392  -2.13603
C  -3.09922  -2.04988  -0.51826
C  -2.42408  -4.26690  -1.56009
H  -1.75286  -4.73633  -2.28532
H  -3.41599  -4.22317  -2.02255
H  -2.50243  -4.92310  -0.68279
H  -2.71327  -1.28201  0.16122
H  -3.78370  -2.69195  0.04458
H  -3.69599  -1.54000  -1.28344
C  0.69120  -3.64166  2.11714
H  -0.60099  -4.83044  0.86759
C  -1.83526  -3.54465  2.05733
H  1.61126  -3.94097  1.59556
H  0.58871  -4.28066  3.01101
H  0.81212  -2.60536  2.47199
H  -1.92767  -2.48341  2.32091
H  -1.77022  -4.11132  2.99724
H  -2.74455  -3.86222  1.53205
Cl  -1.02778  0.06826  1.96824
H  -0.85289  0.26133  -0.38154
P  0.46893  2.74342  -0.23268
C  -0.45548  3.48802  -1.66783
C  0.02166  3.77760  1.23916
C  2.26177  3.08726  -0.63206
C  -1.77929  2.74307  -1.88008
H  0.20682  3.26112  -2.52170
C  -0.68269  4.99984  -1.61286
H  -1.44258  5.27887  -0.87569
H  -1.05583  5.32204  -2.59326
H  0.22780  5.57250  -1.41214
H  -1.60620  1.72857  -2.26213
H  -2.38960  3.28521  -2.61152
H  -2.35814  2.65906  -0.95023
H  2.41332  2.47967  -1.54357
C  3.20694  2.52004  0.43682
C  2.57008  4.54110  -0.97378
H  2.05308  4.86705  -1.88419
H  3.64788  4.65404  -1.16196
H  2.30226  5.22595  -0.16021
H  2.75369  1.76432  1.09301
H  3.61624  3.31186  1.08578
H  4.05660  2.02103  -0.03971
C  -1.47747  3.66703  1.53892
H  0.26905  4.80819  0.93749
C  0.83760  3.40346  2.47714
H  -2.11193  4.15957  0.79060
H  -1.67028  4.14211  2.51284
H  -1.76996  2.61008  1.62780
H  0.75602  2.32944  2.70370
H  0.43268  3.94532  3.34378
H  1.89697  3.66248  2.38105
Cl  4.62214  -0.82994  -0.74172
C  4.44248  -0.93388  0.96852
C  3.20299  -0.68943  1.55880
C  3.14398  -0.66239  2.93934
Cl  1.68972  -0.13748  3.72817
C  4.25988  -0.99638  3.76893
Cl  4.10775  -1.06273  5.47183
C  5.49474  -1.29161  3.15844
Cl  6.85882  -1.67375  4.11050
C  5.59005  -1.26277  1.74433
Cl  7.08004  -1.65690  1.00019

Forces on the atoms, in the same order (eV/Å):
Sc -0.8 0.7 0.0
Cl 0.4 -0.1 -1.0
P 0.4 0.5 0.3
C -0.1 0.0 -0.1
C 0.1 -0.3 -0.4
C 0.2 0.0 0.0
C 0.2 0.1 -0.2
H 0.2 -0.1 0.2
C 0.1 0.0 -0.1
H -0.1 0.0 -0.2
H -0.1 0.0 0.2
H 0.2 0.1 0.1
H -0.1 -0.4 0.3
H -0.1 0.0 0.1
H -0.1 -0.1 -0.1
H -0.1 -0.1 0.3
C -0.2 0.3 0.0
C -0.2 -0.1 -0.2
H 0.0 0.0 0.1
H 0.0 0.0 0.0
H 0.0 0.2 -0.1
H 0.0 -0.1 -0.2
H 0.2 0.0 -0.1
H 0.0 -0.1 0.1
C 0.0 -0.1 0.2
H 0.0 0.0 0.3
C -0.1 0.2 0.2
H -0.2 0.1 0.1
H 0.1 0.2 -0.2
H -0.1 -0.3 -0.1
H 0.0 -0.2 -0.1
H -0.1 0.1 -0.2
H 0.3 0.1 0.1
Cl -0.2 -0.2 1.2
H 0.0 -0.4 -0.8
P 0.5 -1.1 0.7
C 0.2 -0.3 0.1
C 0.2 0.6 -0.6
C -0.4 0.2 -0.3
C -0.1 -0.2 -0.1
H -0.2 0.1 0.2
C 0.0 0.2 -0.2
H 0.1 -0.1 0.0
H 0.0 0.0 0.1
H -0.2 -0.1 0.1
H 0.0 0.2 0.3
H 0.0 0.0 0.0
H 0.2 0.0 -0.2
H -0.2 0.3 0.4
C 0.3 0.1 0.2
C 0.4 0.1 -0.2
H 0.1 -0.1 0.2
H -0.1 0.1 0.1
H 0.0 -0.1 -0.1
H 0.0 0.2 -0.2
H -0.2 -0.2 -0.2
H -0.1 0.1 0.0
C -0.1 -0.1 0.2
H -0.2 0.0 0.4
C 0.0 -0.1 0.2
H 0.2 -0.2 0.2
H -0.1 -0.1 -0.2
H 0.0 0.3 -0.1
H 0.0 0.3 -0.1
H 0.1 -0.1 -0.1
H -0.2 -0.1 0.0
Cl 0.1 0.0 -0.4
C 0.6 -0.4 1.8
C -0.9 0.4 -0.7
C 1.8 -0.5 0.6
Cl 0.0 -0.1 0.1
C -0.3 0.2 -1.4
Cl 0.0 0.0 0.4
C -1.2 0.2 -0.9
Cl 0.4 -0.1 0.3
C -1.2 0.3 0.4
Cl 0.4 0.0 -0.2

Strongest force on any atom (eV/Å)
3.9, 2.9, 0.7, 4.0, 2.0
Energy relative to the best compared isomer or geometry (same formula, charge and spin) (kJ/mol)
302.4, 139.6, 305.9, 446.8, 0.0